Record 1
{"formula": "C2H8N4", "method": "the ωB97M-V functional and the def2-TZVPD basis", "de_lowest_ev": 3.9847, "charge": 2, "e_lumo_ev": [-10.035, -10.035], "homo_energy_ev": [-19.423, -19.424], "smiles": "[H]/N=C([NH3+])\\C=[NH+]\\N", "spin_multiplicity": 1, "species": ["C", "C", "N", "N", "N", "N", "H", "H", "H", "H", "H", "H", "H", "H"], "coordinates": [[0.47158, -0.13904, -0.28477], [-0.41670, 1.02372, 0.22507], [-0.49045, 2.01815, 0.96450], [0.99288, -1.02040, 0.51581], [-1.67642, 1.14013, -0.66382], [1.97485, -1.91378, 0.40414], [0.56271, -0.23772, -1.40425], [0.77972, -0.79761, 1.55073], [-2.31832, 1.95668, -0.38363], [-2.44021, 0.44206, -0.81140], [-1.57649, 1.50031, -1.67260], [2.02060, -2.50206, -0.45269], [2.38175, -2.28174, 1.28774], [-0.09731, 2.59940, 1.65725]]}


Record 2
{"formula": "C2H8N4O", "method": "the ωB97M-V functional and the def2-TZVPD basis", "de_lowest_ev": 7.9855, "e_lumo_ev": [0.440, 0.083], "homo_energy_ev": [-7.583, -7.850], "spin_multiplicity": 1, "species": ["C", "N", "N", "C", "N", "N", "O", "H", "H", "H", "H", "H", "H", "H", "H"], "coordinates": [[-0.19381, -0.25197, -1.72208], [0.33560, -0.63823, -0.42480], [-0.71366, 0.58037, 0.94494], [-1.64962, -0.28353, 0.97308], [1.65358, -0.19753, -0.28112], [0.27265, 0.85837, 1.87285], [-2.43939, -1.00355, 0.48897], [-2.21329, 0.84259, 1.94975], [2.28279, -0.97708, -0.11424], [2.00614, 0.39704, -1.03003], [0.60322, -0.02020, 2.27049], [1.06768, 1.17739, 1.30719], [-1.22787, -0.58610, -1.80624], [0.37608, -0.73191, -2.53280], [-0.16009, 0.83434, -1.89597]]}


Record 3
{"formula": "C2H8N5", "method": "the ωB97M-V functional and the def2-TZVPD basis", "de_lowest_ev": 6.1629, "charge": 1, "e_lumo_ev": [-5.782, -5.783], "homo_energy_ev": [-12.432, -12.432], "spin_multiplicity": 1, "species": ["C", "C", "N", "N", "N", "N", "N", "H", "H", "H", "H", "H", "H", "H", "H"], "coordinates": [[-1.04526, -1.89006, 0.51201], [-0.89523, 1.67759, 0.20643], [-0.59732, -3.02150, 0.35787], [0.17173, -3.91064, 0.25396], [1.28712, 0.90792, -0.38438], [0.14510, 0.68215, -0.04953], [1.86290, 2.06959, -0.49569], [-2.05941, -1.67978, 0.68652], [-0.28973, -1.13498, 0.51938], [-1.82933, 1.35298, -0.25930], [-0.87573, 1.77843, 1.25315], [-0.56934, 2.61107, -0.40864], [1.41954, 2.92517, -0.81348], [0.44463, -4.31948, -0.64858], [2.83034, 1.95154, -0.72972]]}


Record 4
{"formula": "C2H8N5", "method": "the ωB97M-V functional and the def2-TZVPD basis", "de_lowest_ev": 1.5947, "charge": 1, "e_lumo_ev": [-3.202, -8.754], "homo_energy_ev": [-10.947, -15.034], "spin_multiplicity": 3, "species": ["C", "C", "N", "N", "N", "N", "N", "H", "H", "H", "H", "H", "H", "H", "H"], "coordinates": [[-1.03130, 0.03850, -0.01471], [-0.87572, 0.85389, 1.22953], [-1.41454, -1.19460, -0.12658], [-1.51312, -1.42525, -1.37613], [-1.01094, 0.56740, -1.31195], [-1.24165, -0.44237, -2.09734], [1.35950, -0.97123, -0.26039], [-0.34687, 0.10408, 1.88555], [-1.84881, 0.96186, 1.65418], [-0.19001, 1.72431, 1.02251], [-0.68952, 1.49977, -1.54513], [-1.29541, -0.32318, -3.12061], [2.25647, -0.66851, -0.51898], [1.12656, -1.86428, -0.77271], [1.18658, -1.21020, 0.67798]]}


Record 5
{"formula": "C2H8N6", "method": "the ωB97M-V functional and the def2-TZVPD basis", "de_lowest_ev": 5.3265, "e_lumo_ev": 0.504, "homo_energy_ev": -9.049, "spin_multiplicity": 1, "species": ["C", "C", "H", "H", "H", "H", "H", "H", "H", "H", "N", "N", "N", "N", "N", "N"], "coordinates": [[0.21944, -0.61621, 1.03456], [-0.49013, 0.87026, -0.78821], [0.10105, -2.08171, -1.41296], [0.80463, -0.21943, -2.28005], [1.23812, -2.08399, 0.26059], [1.40576, -2.05502, 1.76270], [0.10216, -0.30675, 2.92500], [-0.49473, 2.01807, 1.04750], [-1.37834, 2.77472, -0.27795], [-1.13350, 2.09151, -2.00295], [0.99906, -1.20047, -1.27318], [-0.01488, -0.29532, -0.33239], [0.53115, -1.94057, 1.20268], [0.05290, 0.22096, 2.00308], [-1.19992, 1.81290, 0.17179], [-0.74277, 1.01105, -2.04022]]}


Record 6
{"formula": "C2H8NO", "method": "the ωB97M-V functional and the def2-TZVPD basis", "de_lowest_ev": 1.2865, "charge": -1, "e_lumo_ev": 4.421, "homo_energy_ev": -2.747, "spin_multiplicity": 1, "species": ["O", "H", "C", "C", "N", "H", "H", "H", "H", "H", "H", "H"], "coordinates": [[0.52899, 0.25905, -2.83005], [0.45590, -0.72100, -2.97534], [-0.60994, -0.76073, 1.24943], [0.51889, 0.39885, 0.74409], [0.09490, 1.06311, -0.52654], [-1.70615, -0.54449, 1.12632], [-0.22907, -1.07765, 2.31434], [-0.41540, -1.67267, 0.72803], [1.44956, -0.22282, 0.59021], [0.59659, 1.15176, 1.64085], [-0.78645, 1.52319, -0.42814], [0.10218, 0.60341, -1.63320]]}


Record 7
{"formula": "C2H8NO", "method": "the ωB97M-V functional and the def2-TZVPD basis", "de_lowest_ev": 2.9154, "charge": -1, "e_lumo_ev": 3.986, "homo_energy_ev": -2.202, "spin_multiplicity": 1, "species": ["O", "H", "C", "N", "C", "H", "H", "H", "H", "H", "H", "H"], "coordinates": [[0.92020, 0.16137, -3.00694], [0.90293, 0.44211, -3.91531], [-0.89563, 0.90710, 1.12444], [0.04386, -0.29327, 1.21799], [0.39023, -1.10863, 0.09365], [-1.76946, 1.01167, 1.69399], [-0.94611, 1.47221, 0.07003], [-0.14240, 1.79512, 1.61065], [-0.35107, -0.65975, 2.07162], [0.91908, -0.59016, -0.82880], [1.33025, -1.58459, 0.33491], [-0.40188, -1.55317, -0.46622]]}


Record 8
{"formula": "C2H8NO", "method": "the ωB97M-V functional and the def2-TZVPD basis", "de_lowest_ev": 1.6133, "charge": 1, "e_lumo_ev": -3.903, "homo_energy_ev": -16.555, "smiles": "C[NH2+]CO", "spin_multiplicity": 1, "species": ["C", "C", "N", "O", "H", "H", "H", "H", "H", "H", "H", "H"], "coordinates": [[-1.54877, 0.05474, 0.02570], [0.91633, -0.32081, -0.49430], [-0.14115, 0.33975, 0.26901], [2.12191, 0.16356, -0.05509], [-1.88283, 0.79315, -0.68497], [-1.59702, -1.04500, -0.42248], [-2.21294, 0.17164, 0.82051], [0.94570, -1.41880, -0.50684], [0.93955, 0.05527, -1.48777], [-0.02627, -0.11246, 1.21872], [0.20847, 1.27309, 0.42892], [2.27703, 0.04589, 0.88860]]}


Record 9
{"formula": "C2H8NO", "method": "the ωB97M-V functional and the def2-TZVPD basis", "de_lowest_ev": 0.8261, "charge": 1, "e_lumo_ev": -3.942, "homo_energy_ev": -14.938, "spin_multiplicity": 1, "species": ["N", "H", "H", "H", "H", "O", "C", "C", "H", "H", "H", "H"], "coordinates": [[-2.04643, 0.55739, 0.59594], [-2.22142, -0.20849, 1.24825], [-2.75476, 0.44529, -0.13747], [-1.11010, 0.46993, 0.03723], [-2.25493, 1.41652, 1.10258], [0.13059, 0.79700, -0.70238], [1.02951, 0.03061, -1.01893], [1.90661, -0.65128, -0.02465], [0.92529, -0.50632, -1.99894], [2.96476, -0.56440, -0.28286], [1.86166, -0.13068, 0.94412], [1.56924, -1.65558, 0.23711]]}


Record 10
{"formula": "C2H8NO", "method": "the ωB97M-V functional and the def2-TZVPD basis", "de_lowest_ev": 0.9312, "charge": 1, "e_lumo_ev": -4.960, "homo_energy_ev": -16.878, "spin_multiplicity": 1, "species": ["O", "H", "H", "H", "C", "C", "N", "H", "H", "H", "H", "H"], "coordinates": [[-1.45154, 0.02081, -1.66918], [-0.66228, 0.31527, -0.26477], [-2.02379, -0.73192, -1.85287], [-1.81016, 0.79179, -2.12052], [0.86127, -1.03581, 0.38102], [0.39861, 1.16931, 1.22421], [0.06767, 0.19344, 0.48920], [1.53620, -0.94109, -0.46250], [0.26232, -1.93998, 0.35677], [1.45701, -1.08106, 1.29144], [-0.02315, 2.13303, 0.95508], [1.38783, 1.10620, 1.67213]]}